The following is a quantum chemistry calculation of a molecular structure, C46H69BaBrClGeN6O3P3, from the Open Molecules 2025 dataset.

XYZ file:
```
131
Properties=species:S:1:pos:R:3:lowdin_spin:R:1
Ba 0.49 -0.10 -0.17 0.001
C 0.58 -1.68 5.33 0.000
C 0.97 -1.59 3.85 0.000
C 2.05 -2.61 3.48 0.000
P -0.41 -1.69 2.61 0.001
C -1.85 -0.99 3.52 0.000
N -1.61 0.41 3.82 0.001
Ge -0.95 1.65 2.52 0.010
N -2.24 3.09 2.64 0.001
C -3.20 3.22 1.56 0.000
P -3.49 1.54 0.84 0.003
C -3.93 1.96 -0.92 0.000
C -5.20 2.78 -1.10 0.000
C -2.75 2.65 -1.59 0.000
C -5.12 1.09 1.59 0.001
C -5.01 0.98 3.11 0.000
C -5.63 -0.22 0.98 0.000
C -1.72 4.25 3.18 0.000
C -2.12 5.56 2.86 0.000
C -1.49 6.64 3.47 0.000
C -0.46 6.46 4.38 0.001
C -0.07 5.17 4.72 0.003
C -0.70 4.10 4.13 0.008
N -0.43 2.70 4.46 0.024
C -1.47 2.19 5.36 0.001
C -1.85 2.87 6.50 0.000
C -2.78 2.31 7.36 0.000
C -3.32 1.07 7.05 0.000
C -2.97 0.40 5.89 0.000
C -2.03 0.95 5.01 0.000
C 0.91 2.42 4.89 0.120
C 1.16 1.81 6.11 -0.014
C 2.47 1.58 6.53 0.170
C 3.55 1.98 5.75 -0.007
C 3.32 2.56 4.52 0.129
C 2.01 2.74 4.01 0.019
N 1.70 3.16 2.78 0.416
C 2.73 3.49 1.84 0.043
P 2.91 2.17 0.52 0.026
C 3.66 3.06 -0.94 0.005
C 3.86 4.57 -0.78 0.001
C 2.85 2.75 -2.19 0.001
C 4.32 1.10 1.06 0.004
C 5.59 1.85 1.47 0.000
C 3.89 0.09 2.11 0.003
C -0.87 -3.47 2.40 0.000
C -1.80 -3.59 1.19 0.000
C -1.46 -4.18 3.62 0.000
H 1.48 -1.55 5.94 0.001
H 0.16 -2.66 5.58 0.000
H -0.13 -0.91 5.61 0.000
H 1.38 -0.59 3.68 0.000
H 1.73 -3.62 3.76 0.000
H 2.97 -2.40 4.03 0.000
H 2.28 -2.62 2.41 0.000
H -1.98 -1.55 4.45 0.000
H -2.75 -1.15 2.92 0.000
H -2.81 3.87 0.77 0.000
H -4.14 3.65 1.92 0.000
H -4.07 0.98 -1.40 0.000
H -5.15 3.72 -0.54 0.000
H -6.10 2.24 -0.77 0.000
H -5.34 3.03 -2.15 0.000
H -2.66 3.69 -1.27 0.000
H -2.87 2.65 -2.68 0.000
H -1.80 2.17 -1.36 0.000
H -5.82 1.89 1.35 0.000
H -4.37 0.13 3.39 0.000
H -5.99 0.81 3.55 0.000
H -4.58 1.87 3.57 0.000
H -4.93 -1.03 1.17 0.000
H -5.78 -0.14 -0.10 0.000
H -6.59 -0.50 1.43 0.000
H -2.91 5.72 2.15 0.000
H -1.81 7.64 3.21 0.000
H 0.02 7.31 4.84 0.000
H 0.71 5.00 5.45 0.001
H -1.40 3.83 6.71 0.000
H -3.09 2.84 8.25 0.000
H -4.05 0.62 7.71 0.000
H -3.44 -0.55 5.66 0.000
H 0.34 1.53 6.75 -0.004
H 2.64 1.11 7.49 0.009
H 4.56 1.84 6.10 -0.004
H 4.17 2.85 3.92 0.007
H 3.71 3.74 2.27 0.002
H 2.38 4.37 1.29 0.010
H 4.65 2.61 -1.06 0.001
H 2.90 5.09 -0.71 0.000
H 4.37 4.96 -1.66 0.000
H 4.46 4.83 0.09 0.000
H 1.83 3.15 -2.11 0.000
H 2.77 1.67 -2.36 0.000
H 3.31 3.19 -3.07 0.000
H 4.53 0.54 0.14 0.001
H 5.47 2.35 2.43 0.000
H 5.90 2.60 0.74 0.000
H 6.41 1.14 1.58 0.000
H 3.58 0.57 3.04 0.001
H 4.72 -0.58 2.35 0.000
H 3.08 -0.54 1.75 0.000
H 0.07 -3.95 2.13 0.000
H -2.74 -3.06 1.35 0.000
H -2.04 -4.64 1.00 0.000
H -1.33 -3.20 0.28 0.000
H -2.40 -3.71 3.94 0.000
H -0.77 -4.19 4.46 0.000
H -1.69 -5.21 3.37 0.000
O -4.06 -2.08 -5.00 0.000
C -3.36 -1.60 -3.96 0.000
C -3.67 -1.89 -2.63 0.000
C -2.88 -1.34 -1.64 0.000
N -1.83 -0.56 -1.89 0.000
C -1.56 -0.30 -3.16 0.000
Br -0.09 0.86 -3.48 0.000
C -2.27 -0.78 -4.24 0.000
H -4.78 -2.64 -4.71 0.000
H -4.52 -2.52 -2.37 0.000
H -3.09 -1.53 -0.60 0.000
H -2.01 -0.54 -5.26 0.000
Cl 1.68 -4.75 -0.07 0.000
C 2.50 -3.77 -1.33 0.000
C 2.01 -2.34 -1.20 0.000
O 1.02 -1.98 -1.88 0.000
O 2.59 -1.59 -0.36 0.000
H 2.23 -4.19 -2.29 0.000
H 3.57 -3.84 -1.14 0.000
N -0.25 4.20 0.17 0.000
H -0.13 5.06 -0.35 0.000
H 0.48 3.56 -0.11 0.000
H -0.10 4.41 1.15 0.000
```

Results
Electronic energy ... -8509.16205 Eh
⟨S²⟩ ... 0.7959
E_LUMO (alpha / beta) ... -1.57 / -3.74 eV
2S+1 ... 2
Total charge ... +1
Gap between HOMO and LUMO (alpha / beta) ... 7.7 / 5.5 eV
ΔE to the lowest compared entry with this formula, charge and spin ... 35.1 kJ/mol